# 1
Density functional theory data (ωB97M-V with the def2-TZVPD basis set) for a molecular structure, C41H35ClN2PdSi2.

Results
* spin multiplicity: 5
* HOMO-LUMO gap (spin up / spin down): 4.1 / 5.4 eV
* net charge: +2
* calculated total energy: -2858.99253 hartree

Geometry as XYZ:
```
82
C41H35ClN2PdSi2 ωB97M-V with the def2-TZVPD basis set
C -1.7361 -1.6370 -0.1649
C -2.7844 -1.4667 -1.1229
C -2.9773 -2.7167 -1.7852
H -3.3382 -0.5469 -1.2931
C -2.0684 -3.6628 -1.2211
C -1.3069 -2.9969 -0.2086
H -0.5618 -3.4501 0.4362
H -1.3462 -0.8584 0.4810
H -3.7085 -2.9198 -2.5640
H -1.9796 -4.7120 -1.4950
Pd -0.7942 -1.9571 -2.2219
Si 2.3563 1.7416 -3.4070
C 1.3765 3.1935 -4.0096
C 1.7435 3.9017 -5.1614
H 2.6526 3.6317 -5.7026
C 0.9412 4.9357 -5.6478
H 1.2301 5.4579 -6.5612
C -0.2411 5.2812 -4.9899
H -0.8788 6.0741 -5.3849
C -0.6028 4.5999 -3.8248
H -1.5260 4.8573 -3.3020
C 0.2135 3.5840 -3.3230
H -0.0647 3.0845 -2.3914
C 1.1338 0.1765 -3.3580
C -0.2739 0.1503 -3.0394
H -0.7446 0.9958 -2.5414
C -1.1803 -0.6794 -3.8377
H -2.1968 -0.3732 -4.0481
C -0.7363 -2.0678 -4.1959
H -1.3100 -2.8092 -4.7193
C 0.6474 -2.2825 -3.6154
H 1.0200 -3.2943 -3.7241
C 1.5836 -1.1681 -3.6512
H 2.6355 -1.3636 -3.8542
H 2.8198 1.7063 -1.8554
Si 0.2817 -0.8700 -4.9317
C 0.8559 -1.9447 -6.4888
C -0.1090 -2.2513 -7.4399
H -1.1152 -1.8288 -7.3762
C 0.2215 -3.0812 -8.5223
H -0.5303 -3.3064 -9.2795
C 1.5123 -3.6182 -8.6197
H 1.7716 -4.2661 -9.4593
C 2.4648 -3.3260 -7.6395
H 3.4692 -3.7480 -7.6991
C 2.1351 -2.4841 -6.5608
H 2.9001 -2.2587 -5.8147
C -0.0020 0.6032 -6.1873
C -1.1540 1.3906 -6.1544
H -1.9528 1.2172 -5.4314
C -1.3231 2.4330 -7.0766
H -2.2286 3.0400 -7.0408
C -0.3372 2.7038 -8.0262
H -0.4764 3.5085 -8.7511
C 0.8450 1.9571 -8.0228
H 1.6386 2.1739 -8.7377
C 1.0130 0.9301 -7.0879
H 1.9478 0.3681 -7.1002
H 3.1631 2.3638 -2.4313
Cl 3.8001 1.2600 -4.7842
C 3.2115 -2.7388 0.6611
C 1.9691 -2.5639 0.0228
N 1.3021 -1.4146 0.0460
C 1.7895 -0.3696 0.7262
C 3.0612 -0.4407 1.3869
C 3.7579 -1.6661 1.3418
C 3.5690 0.7209 2.0383
C 2.8803 1.9102 2.0354
C 1.6061 2.0366 1.4092
C 0.8785 3.2438 1.3753
C -0.3626 3.2812 0.7640
C -0.8690 2.0922 0.2056
N -0.1921 0.9460 0.2274
C 1.0285 0.8856 0.7748
H 3.6967 -3.7082 0.5966
H 1.5155 -3.3941 -0.5215
H 4.7197 -1.7373 1.8492
H 4.5374 0.6403 2.5364
H 3.2970 2.7937 2.5237
H 1.3153 4.1283 1.8375
H -0.9616 4.1869 0.7061
H -1.8529 2.0727 -0.2665
```

Results of the Löwdin charge analysis, in e, for atoms 1 through 5:
1 C -0.131
2 C -0.111
3 C -0.102
4 H 0.122
5 C -0.101


# 2
Density functional theory data (ωB97M-V with the def2-TZVPD basis set) for 2 unconnected molecules or ions with the total composition C25H57BrN6OP.

Results
* HOMO-LUMO gap: 9.6 eV
* net charge: +1
* calculated total energy: -4305.62833 hartree

Geometry as XYZ:
```
91
C25H57BrN6OP ωB97M-V with the def2-TZVPD basis set
C -1.4346 3.1353 -6.1170
C -0.6140 2.2732 -7.0765
C -1.4556 1.4603 -8.0665
C -2.5905 0.6657 -7.4211
C -2.0931 -0.5992 -6.6988
C -2.6765 -0.8101 -5.2991
C -1.7251 -1.5175 -4.3314
C -2.1938 -1.4567 -2.8704
C -1.5769 -0.3055 -2.0591
C -2.3551 1.0102 -2.1215
C -3.8352 0.9446 -1.6953
C -4.2057 0.0902 -0.4733
C -4.1931 0.8179 0.8884
C -3.0153 1.7546 1.1629
C -1.6838 0.9947 1.3139
C -0.9212 1.3887 2.5768
C 0.2267 0.4124 2.9124
P -0.4986 -0.9155 3.9825
N -0.5539 -0.4884 5.4779
C 1.2920 1.1347 3.7469
N 2.5673 0.3579 3.6455
C 3.5397 0.5922 4.7804
C 3.8191 -0.7296 5.4800
C 4.5878 -1.7338 4.6005
C 3.7257 -2.9123 4.1409
N 4.5574 -3.9581 3.5523
C 4.5406 -4.0427 2.1108
N 5.5908 -4.0936 1.4291
N 3.2950 -4.1199 1.4688
C 3.1239 0.6256 2.2857
C 2.0057 0.4296 1.2253
Br 2.6983 -0.6279 -0.2416
N 0.8203 -0.2299 1.7289
H -2.2925 3.5719 -6.6354
H -0.8381 3.9533 -5.7119
H -1.8320 2.5512 -5.2837
H 0.0391 2.9321 -7.6542
H 0.0468 1.6078 -6.5119
H -1.8504 2.1294 -8.8357
H -0.7966 0.7486 -8.5756
H -3.1315 1.2907 -6.7047
H -3.3114 0.3904 -8.1939
H -1.0010 -0.5631 -6.6145
H -2.3241 -1.4750 -7.3100
H -3.5865 -1.4161 -5.3622
H -2.9764 0.1532 -4.8721
H -1.6491 -2.5638 -4.6404
H -0.7240 -1.0821 -4.4267
H -3.2861 -1.3777 -2.8697
H -1.9643 -2.4015 -2.3723
H -0.5511 -0.1383 -2.4050
H -1.4876 -0.6253 -1.0188
H -1.8331 1.7884 -1.5567
H -2.3414 1.3612 -3.1575
H -4.1587 1.9711 -1.4903
H -4.4258 0.6220 -2.5553
H -3.6031 -0.8205 -0.4175
H -5.2315 -0.2543 -0.6247
H -4.1785 0.0537 1.6760
H -5.1370 1.3540 1.0125
H -3.2285 2.2927 2.0918
H -2.9339 2.5173 0.3867
H -1.0405 1.2054 0.4620
H -1.8808 -0.0815 1.3158
H -0.4894 2.3831 2.4195
H -1.5941 1.4511 3.4393
H 0.4154 -1.9723 3.7142
H -1.6748 -1.3095 3.3270
H -1.4626 -0.5670 5.9170
H 0.9861 1.2496 4.7860
H 1.5031 2.1195 3.3268
H 2.3090 -0.6316 3.7017
H 3.0989 1.3074 5.4724
H 4.4457 1.0391 4.3723
H 2.8457 -1.1588 5.7577
H 4.3316 -0.5382 6.4215
H 4.9792 -1.2187 3.7173
H 5.4443 -2.1489 5.1294
H 2.9675 -2.5709 3.4128
H 3.1755 -3.3061 4.9983
H 4.2729 -4.8614 3.9178
H 6.3948 -4.0004 2.0461
H 3.0993 -3.3326 0.8658
H 2.5235 -4.2733 2.1022
H 3.9856 -0.0143 2.1089
H 3.4585 1.6632 2.2936
H 1.7332 1.3857 0.7827
H 1.0444 -1.2063 1.9087
O 2.4987 3.4527 6.1194
H 2.8469 4.3359 6.2847
H 1.6027 3.4806 6.4740
```

Results of the Löwdin charge analysis, in e, for atoms 1 through 5:
1 C -0.110
2 C -0.261
3 C -0.226
4 C -0.211
5 C -0.197


# 3
Density functional theory data (ωB97M-V with the def2-TZVPD basis set) for 2 unconnected molecules or ions with the total composition C2H7N2S.

Results
* HOMO-LUMO gap: 7.0 eV
* net charge: -1
* calculated total energy: -588.11768 hartree

Geometry as XYZ:
```
12
C2H7N2S ωB97M-V with the def2-TZVPD basis set
C 1.8064 2.6124 -0.8897
S 0.9615 1.3521 0.1160
H 1.6903 3.6498 -0.5585
H 1.5386 2.5172 -1.9424
H 2.8877 2.4664 -0.8245
N -0.9365 -1.2118 0.0055
C -1.0347 -2.2366 0.8749
N -2.0985 -2.8458 1.2635
H -1.7460 -0.8616 -0.4754
H -0.0640 -0.6987 -0.1404
H -0.0610 -2.4566 1.3162
H -2.9439 -2.2867 1.2548
```

Results of the Löwdin charge analysis, in e, for atoms 1 through 5:
1 C -0.740
2 S 0.094
3 H -0.018
4 H -0.024
5 H -0.029


# 4
Density functional theory data (ωB97M-V with the def2-TZVPD basis set) for a molecular structure, C18H24BInN8O4S4.

Results
* spin multiplicity: 2
* HOMO-LUMO gap (spin up / spin down): 9.7 / 5.5 eV
* net charge: +1
* calculated total energy: -3246.94957 hartree

Geometry as XYZ:
```
60
C18H24BInN8O4S4 ωB97M-V with the def2-TZVPD basis set
In -1.1871 1.1484 -0.2232
C 2.0963 -0.6299 -2.3860
C 1.5289 0.5004 -1.8078
N 0.2319 0.2877 -1.5925
N -0.0647 -0.9571 -2.0236
C 1.0541 -1.5336 -2.4893
B -1.4799 -1.6017 -1.8063
N -1.5937 -1.9137 -0.2923
C -1.8024 -3.0323 0.4230
C -1.8340 -2.6944 1.7639
C -1.6446 -1.3170 1.7947
N -1.4932 -0.8627 0.5532
N -2.5892 -0.5667 -2.1906
C -3.6102 -0.7569 -3.0458
C -4.3910 0.3811 -3.0637
C -3.7785 1.2544 -2.1700
N -2.7019 0.6710 -1.6508
N -1.6222 -2.8014 -2.7028
C -1.3534 -2.8602 -4.0396
C -1.9165 -4.0045 -4.5307
C -2.5446 -4.5929 -3.4131
N -2.3760 -3.8642 -2.3282
H 3.1130 -0.7698 -2.7067
H 1.9649 1.4522 -1.5526
H 1.0382 -2.5392 -2.8712
H -1.9331 -3.9717 -0.0813
H -1.9945 -3.3552 2.5963
H -1.6272 -0.6261 2.6228
H -3.7150 -1.6862 -3.5798
H -5.2789 0.5554 -3.6435
H -4.0435 2.2577 -1.8778
H -0.8008 -2.0814 -4.5380
H -1.8837 -4.3675 -5.5422
H -3.1075 -5.5103 -3.3620
C 3.5742 1.7925 0.8808
C 3.5084 0.3149 1.2633
S 1.8767 -0.3113 1.7843
C 2.0619 -0.5221 3.5703
C 2.2834 0.8220 4.2252
S 1.0211 1.9109 3.5060
C 1.8041 3.5048 3.7135
C 2.6657 3.9328 2.5068
S 4.1322 2.9359 2.1856
H 2.6138 2.1509 0.5144
H 4.3059 1.9066 0.0793
H 4.2434 0.0619 2.0292
H 3.7630 -0.2872 0.3893
H 2.8556 -1.2253 3.8219
H 1.1154 -0.9599 3.8927
H 3.2544 1.2357 3.9535
H 2.1982 0.8253 5.3139
H 2.4152 3.4746 4.6159
H 0.9911 4.2245 3.8101
H 3.0186 4.9414 2.7212
H 2.0344 3.9771 1.6208
O -0.6778 4.3498 1.9848
S -0.8911 3.2367 1.1179
O -1.6217 3.4493 -0.1647
O 0.4144 2.5810 0.6669
O -1.6203 2.0658 1.7544
```

Results of the Löwdin charge analysis, in e, for atoms 1 through 5:
1 In 0.920
2 C -0.016
3 C -0.101
4 N -0.013
5 N 0.038